Below is 2 unconnected molecules or ions with the total composition C4H7NO in a non-equilibrium geometry, with properties calculated with ωB97M-V with the def2-TZVPD basis set.

ΔE to the lowest compared entry with this formula, charge and spin in kcal per mole: 122.0
Total charge: 0
Total energy in Eh: -286.43722
Orbital gap in eV: 9.134

Bonds (Å) are listed after each position.
Element x y z (Å)
1 O 0.160 2.471 -1.001  C2 1.209
2 C -0.082 1.346 -1.372  O1 1.209, N3 1.360, H7 1.100
3 N -1.135 0.608 -0.930  C2 1.360, H8 1.011, H9 1.113
4 C -0.404 -1.113 0.091  C5 1.489, C6 1.497
5 C -0.032 -0.709 1.475  C4 1.489, C6 1.491, H10 1.085, H11 1.087
6 C 1.036 -0.927 0.458  C4 1.497, C5 1.491, H12 1.090, H13 1.086
7 H 0.528 0.809 -2.113  C2 1.100
8 H -1.701 1.058 -0.223  N3 1.011
9 H -1.173 -0.500 -1.034  N3 1.113
10 H -0.199 0.310 1.808  C5 1.085
11 H -0.218 -1.454 2.245  C5 1.087
12 H 1.627 -1.842 0.470  C6 1.090
13 H 1.595 -0.057 0.128  C6 1.086